ORCA calculation (ωB97M-V with the def2-TZVPD basis set) on a structure of composition C4H7N2 at a distorted geometry.

Values from the calculation:
* relative energy (zero: lowest compared OMol25 entry of this formula, charge and spin): 480.67 kJ/mol
* gap between HOMO and LUMO: 9.93 eV
* total energy: -7230.756 eV

```
! RIJCOSX wB97M-V def2-TZVPD def2/J DEFGRID3
* xyz 1 1
C 1.766 -0.321 -0.041
C -2.701 -0.083 0.131
C 0.631 0.683 -0.213
C 0.756 -1.282 0.119
N -1.665 -0.679 -0.342
N -0.308 -0.553 -0.048
H 2.227 -0.667 -1.017
H 2.544 0.019 0.711
H -2.783 0.395 1.114
H -3.608 -0.175 -0.494
H 0.406 1.285 0.782
H 0.563 1.392 -1.108
H 0.750 -2.366 0.453
*
```

=====

ORCA calculation (ωB97M-V with the def2-TZVPD basis set) on a cluster of 2 separate species, C2H8N2O2 in total at a distorted geometry.

Values from the calculation:
* relative energy (zero: lowest compared OMol25 entry of this formula, charge and spin): 173.01 kJ/mol
* SMILES: NC=O.NCO
* gap between HOMO and LUMO: 9.76 eV
* total energy: -9278.117 eV

```
! RIJCOSX wB97M-V def2-TZVPD def2/J DEFGRID3
* xyz 0 1
N 0.344 0.467 1.904
C -0.824 1.058 1.491
O -1.583 0.798 0.607
H 0.466 -0.531 1.665
H 0.766 0.695 2.778
H -0.957 1.883 2.178
N -0.698 -0.938 -1.406
C 0.518 -0.283 -1.494
O 1.493 -0.516 -0.448
H -1.357 -0.653 -0.647
H -1.127 -0.717 -2.382
H 0.434 0.791 -1.612
H 1.044 -0.543 -2.408
H 1.482 -1.510 -0.226
*
```

=====

ORCA calculation (ωB97M-V with the def2-TZVPD basis set) on a cluster of 2 separate species, C5H12O2 in total at a distorted geometry.

Values from the calculation:
* relative energy (zero: lowest compared OMol25 entry of this formula, charge and spin): 237.82 kJ/mol
* SMILES: C=C(C)CO.CO
* gap between HOMO and LUMO: 9.79 eV
* total energy: -9472.671 eV

```
! RIJCOSX wB97M-V def2-TZVPD def2/J DEFGRID3
* xyz 0 1
C 0.377 -0.766 1.001
C -0.831 -0.360 0.596
C -1.783 -1.266 -0.138
C -1.346 0.995 1.057
O -0.329 1.910 1.393
H 0.834 -1.689 0.647
H 0.994 -0.138 1.638
H -2.413 -0.750 -0.872
H -2.451 -1.715 0.606
H -1.260 -2.081 -0.649
H -2.042 1.424 0.313
H -1.927 0.832 1.971
H 0.321 1.915 0.671
C 2.309 0.263 -1.545
O 1.323 0.685 -0.637
H 2.178 -0.764 -1.916
H 2.327 0.945 -2.398
H 3.281 0.310 -1.038
H 0.439 0.251 -0.698
*
```

=====

ORCA calculation (ωB97M-V with the def2-TZVPD basis set) on a cluster of 7 separate species, C46H44N4O2S in total at a distorted geometry.

Values from the calculation:
* SMILES: C#C[C@](S)(C#N)[C@@](C#N)(CCC(N)=O)OC#N.c1ccccc1.c1ccccc1.c1ccccc1.c1ccccc1.c1ccccc1.c1ccccc1
* gap between HOMO and LUMO: 8.03 eV
* total energy: -69291.009 eV

```
! RIJCOSX wB97M-V def2-TZVPD def2/J DEFGRID3
* xyz 0 1
C -3.013 -6.002 2.262
C -2.137 -5.166 1.505
C -1.261 -4.185 0.474
S -0.226 -5.340 -0.576
C -0.269 -3.216 1.350
N 0.435 -2.512 2.204
C -2.358 -3.287 -0.350
C -3.102 -2.323 0.798
N -3.635 -1.634 1.786
C -1.723 -2.250 -1.451
C -1.286 -2.930 -2.877
C -1.154 -1.738 -4.023
N -0.337 -0.467 -3.759
O -1.766 -1.949 -5.200
O -3.416 -4.144 -0.916
C -4.746 -3.783 -0.385
N -5.986 -3.427 -0.209
H -3.683 -6.533 3.066
H -0.735 -6.649 -0.586
H -0.853 -1.606 -0.962
H -2.578 -1.457 -1.707
H -2.018 -3.786 -3.207
H -0.174 -3.336 -2.723
H -0.757 0.294 -4.372
H -0.492 -0.122 -2.771
C -5.234 1.535 6.331
C -5.154 0.426 5.490
C -4.274 0.433 4.407
C -3.478 1.552 4.163
C -3.564 2.665 4.999
C -4.441 2.656 6.084
H -5.914 1.527 7.179
H -5.776 -0.445 5.679
H -4.210 -0.433 3.754
H -2.791 1.556 3.321
H -2.948 3.539 4.806
H -4.507 3.523 6.737
C -0.605 3.933 -6.138
C 0.043 2.700 -6.075
C 1.163 2.541 -5.259
C 1.638 3.618 -4.509
C 0.995 4.853 -4.580
C -0.127 5.011 -5.392
H -1.482 4.055 -6.769
H -0.325 1.862 -6.661
H 1.666 1.579 -5.208
H 2.509 3.493 -3.872
H 1.368 5.694 -4.000
H -0.630 5.973 -5.445
C -0.928 -9.010 -2.805
C -1.544 -10.160 -3.298
C -0.891 -11.390 -3.219
C 0.381 -11.469 -2.652
C 1.001 -10.317 -2.167
C 0.346 -9.088 -2.242
H -1.440 -8.053 -2.860
H -2.534 -10.098 -3.742
H -1.372 -12.286 -3.600
H 0.889 -12.427 -2.588
H 1.995 -10.377 -1.730
H 0.828 -8.191 -1.863
C 2.654 0.792 3.925
C 3.662 1.743 4.078
C 4.641 1.889 3.096
C 4.615 1.078 1.961
C 3.613 0.120 1.811
C 2.632 -0.023 2.792
H 1.888 0.683 4.687
H 3.684 2.373 4.964
H 5.424 2.633 3.215
H 5.377 1.193 1.194
H 3.596 -0.516 0.930
H 1.850 -0.768 2.674
C -4.566 8.451 -3.674
C -4.486 7.341 -4.515
C -3.607 7.348 -5.598
C -2.811 8.467 -5.842
C -2.897 9.580 -5.006
C -3.774 9.572 -3.921
H -5.247 8.442 -2.826
H -5.109 6.470 -4.326
H -3.543 6.482 -6.251
H -2.124 8.472 -6.683
H -2.281 10.454 -5.199
H -3.839 10.438 -3.268
C 8.278 1.526 7.817
C 9.195 2.421 7.267
C 9.021 2.886 5.964
C 7.931 2.453 5.208
C 7.018 1.551 5.755
C 7.191 1.088 7.060
H 8.410 1.169 8.835
H 10.046 2.757 7.854
H 9.734 3.586 5.536
H 7.793 2.817 4.194
H 6.172 1.208 5.165
H 6.478 0.387 7.487
*
```